[1]
C22H20N2O3S | the ωB97M-V functional and the def2-TZVPD basis

Values from the calculation:
Highest occupied orbital energy (eV): -8.303
Total charge: 0
SMILES: Cc1cc(CSc2ccccc2)ccc1NC(=O)c1ccc(C)c([N+](=O)[O-])c1
Energy relative to the best compared isomer or geometry (same formula, charge and spin) (kcal/mol): 57.7
Gap between HOMO and LUMO (eV): 7.877

Geometry as XYZ:
```
48
Properties=species:S:1:pos:R:3:mulliken_charge:R:1
C -1.95856 1.58918 -3.51067 -1.75
C -0.82268 1.22509 -2.60337 0.91
C -0.19489 2.18395 -1.82608 -0.76
C 0.85385 1.86166 -0.97390 0.26
C 1.46923 2.90829 -0.10661 -0.97
S 0.48516 3.00392 1.45070 -0.11
C 1.12780 4.43465 2.27005 0.96
C 2.28053 5.10259 1.88315 -0.45
C 2.70176 6.21128 2.59808 -0.59
C 1.98971 6.65528 3.69751 -0.51
C 0.84273 5.98090 4.08737 -0.47
C 0.41108 4.87826 3.37885 -0.64
C 1.29107 0.54492 -0.91489 -0.95
C 0.68765 -0.42585 -1.68878 -0.24
C -0.38150 -0.10086 -2.51673 0.01
N -1.01792 -1.08560 -3.28725 -0.07
C -1.32288 -2.36659 -2.94460 -0.08
O -1.72724 -3.15795 -3.77009 -0.65
C -1.19639 -2.71875 -1.49732 0.05
C -1.71028 -1.89997 -0.49355 -0.13
C -1.62580 -2.28593 0.82865 -0.91
C -1.04264 -3.49171 1.21317 1.19
C -0.96227 -3.84291 2.65985 -1.50
C -0.54886 -4.31068 0.19015 0.13
N 0.07515 -5.58271 0.45892 0.96
O -0.19171 -6.15361 1.49473 -0.58
O 0.83849 -6.01108 -0.38107 -0.59
C -0.63119 -3.93196 -1.14571 -0.55
H -1.65878 1.50098 -4.55588 0.37
H -2.27344 2.61402 -3.33508 0.43
H -2.81035 0.92985 -3.34831 0.34
H -0.53894 3.20715 -1.87532 0.38
H 2.49334 2.64974 0.16168 0.51
H 1.42537 3.89198 -0.57320 0.55
H 2.86025 4.77200 1.03588 0.31
H 3.59902 6.72713 2.28879 0.36
H 2.32600 7.52009 4.24885 0.37
H 0.28029 6.31786 4.94533 0.36
H -0.48213 4.34757 3.67204 0.35
H 2.11163 0.27818 -0.26631 0.43
H 1.04684 -1.44266 -1.65723 0.59
H -1.25206 -0.83914 -4.24136 0.26
H -2.18282 -0.96295 -0.74581 0.48
H -2.02104 -1.63426 1.59322 0.39
H -1.65915 -4.64807 2.88922 0.29
H -1.20732 -2.97869 3.27188 0.39
H 0.02927 -4.20251 2.92777 0.39
H -0.25057 -4.59533 -1.90843 0.49
```


[2]
C15H14LiN3S | the ωB97M-V functional and the def2-TZVPD basis

Values from the calculation:
Highest occupied orbital energy (eV): -7.074
Total charge: 0
Gap between HOMO and LUMO (eV): 7.416

Geometry as XYZ:
```
34
Properties=species:S:1:pos:R:3:mulliken_charge:R:1
Li -1.35535 0.88253 -0.18615 0.98
C 1.70835 0.94083 -1.31655 -1.24
N 0.62235 0.90853 -0.35395 -0.41
C 0.94275 0.87003 0.89865 0.06
C -0.00005 0.83273 1.93835 0.39
C 0.21335 0.83103 3.33145 -0.75
C -1.03825 0.81783 3.91685 -0.74
C -1.95325 0.81003 2.86195 -0.36
N -1.34975 0.81953 1.67755 -0.57
C 2.46855 -0.36317 -1.42085 0.75
C 3.85725 -0.37967 -1.47475 -0.48
C 4.54715 -1.57637 -1.57915 -0.47
C 3.86105 -2.77657 -1.62985 -0.45
C 2.47715 -2.76637 -1.57895 -0.54
C 1.78545 -1.57227 -1.48115 -0.17
H 2.41405 1.75203 -1.08045 0.41
H 1.26565 1.16073 -2.29255 0.28
H 1.99655 0.88693 1.19845 0.31
H 1.16345 0.83393 3.83635 0.43
H -1.27035 0.82093 4.96615 0.41
H -3.02855 0.80073 2.92705 0.48
H 4.41035 0.55043 -1.43245 0.31
H 5.62655 -1.57327 -1.61165 0.37
H 4.39975 -3.71017 -1.71475 0.37
H 1.93455 -3.69867 -1.61185 0.37
H 0.70215 -1.56977 -1.43915 0.35
S -5.73815 1.33943 0.16195 -0.11
C -5.44835 0.03323 -0.91425 -0.23
C -4.13955 0.02363 -1.28305 -0.46
N -3.38185 1.00603 -0.74075 -0.36
C -4.08215 1.76703 0.02955 -0.13
H -6.24175 -0.62937 -1.20065 0.41
H -3.68645 -0.67407 -1.96685 0.37
H -3.68265 2.60163 0.56545 0.46
```


[3]
C5H14NO2 | the ωB97M-V functional and the def2-TZVPD basis

Values from the calculation:
2S+1: 2
Highest occupied orbital energy (spin up / spin down) (eV): -9.176 / -9.176
Total charge: 0
Energy relative to the best compared isomer or geometry (same formula, charge and spin) (kcal/mol): 98.1
Gap between HOMO and LUMO (spin up / spin down) (eV): 9.477 / 5.818

Geometry as XYZ:
```
22
Properties=species:S:1:pos:R:3:mulliken_spin:R:1
C -3.35237 0.58132 -0.09600 0.00
C -1.80525 0.63232 -0.00712 0.00
N -1.34889 -0.47135 -0.83380 0.00
C 0.20463 -1.25099 1.13638 0.00
C 0.31821 -0.89302 -0.31365 0.00
C 1.60477 -0.14417 -0.65693 -0.01
O 2.72905 -0.60126 0.04487 0.01
H -3.62546 1.07823 -1.02215 0.00
H -3.63206 -0.44773 0.10541 0.00
H -3.75238 1.08713 0.78801 0.00
H -1.52468 1.59063 -0.46226 0.00
H -1.50466 0.56545 1.04052 0.00
H 0.42151 -1.84245 -0.84445 0.00
H 0.19203 -0.40017 1.82383 0.00
H 1.07967 -1.82259 1.45183 0.00
H -0.62489 -1.89908 1.41485 0.00
H -0.50553 -0.29052 -1.30486 0.00
H 1.42214 0.92633 -0.46037 0.00
H 1.77392 -0.16038 -1.74194 0.00
H 3.33835 0.16085 0.05951 0.00
H 4.10671 2.24954 -0.02397 -0.02
O 4.48518 1.35191 -0.09769 1.02
```